C3H4N4O | ωB97M-V with the def2-TZVPD basis set

The total energy is -11176.079 eV. As for the net charge: 0. For the energy relative to the best compared isomer or geometry (same formula, charge and spin), the calculation gives 182.0 kcal per mole. The spin multiplicity is 1. For the LUMO energy, the calculation gives 0.2 eV. For the orbital gap, the calculation gives 8.6 eV.

Geometry as XYZ:
```
12
Properties=species:S:1:pos:R:3:lowdin_charge:R:1
C 0.536 -0.413 -0.287 -0.32
C 0.184 0.046 0.974 -0.13
C -0.781 0.881 1.142 -0.16
H 2.428 -2.289 -1.380 0.14
H 0.596 -0.478 1.847 0.12
H -1.168 0.775 2.280 0.16
H -1.976 2.361 -0.186 0.26
N 1.633 -1.076 -0.305 0.01
N -1.716 0.998 0.010 -0.03
N -1.100 0.843 -1.238 -0.10
N -0.225 0.091 -1.447 0.09
O 1.591 -1.740 -1.410 -0.05
```